{"formula": "C32H95N5O17", "method": "ωB97M-V/def2-TZVPD", "s2": 0.7503, "e_tot_ha": -2828.74624, "lumo_energy_ev": [1.857, 1.808], "multiplicity": 2, "homo_energy_ev": [0.59, -6.88], "charge": -1, "gap_ev": [1.267, 8.688], "species": ["C", "O", "H", "H", "H", "H", "C", "O", "H", "H", "H", "H", "C", "O", "H", "H", "H", "H", "C", "O", "H", "H", "H", "H", "C", "C", "C", "O", "C", "N", "H", "H", "H", "H", "H", "H", "H", "H", "H", "H", "H", "C", "C", "C", "O", "C", "N", "H", "H", "H", "H", "H", "H", "H", "H", "H", "H", "H", "C", "C", "C", "O", "C", "N", "H", "H", "H", "H", "H", "H", "H", "H", "H", "H", "H", "C", "C", "C", "O", "C", "N", "H", "H", "H", "H", "H", "H", "H", "H", "H", "H", "H", "C", "C", "C", "O", "C", "N", "H", "H", "H", "H", "H", "H", "H", "H", "H", "H", "H", "C", "C", "O", "O", "H", "H", "H", "H", "H", "H", "C", "C", "O", "O", "H", "H", "H", "H", "H", "H", "C", "C", "O", "O", "H", "H", "H", "H", "H", "H", "C", "C", "O", "O", "H", "H", "H", "H", "H", "H"], "xyz": [[-1.166547, 3.106561, -3.883014], [-0.811110, 2.605882, -5.150596], [-0.441676, 3.728911, -3.358274], [-2.058670, 3.704466, -4.069384], [-1.459782, 2.282070, -3.233148], [-0.648687, 3.322582, -5.768306], [-1.611587, 2.051051, 3.711447], [-2.881461, 1.801643, 3.110893], [-1.255020, 1.194232, 4.283130], [-0.910618, 2.393925, 2.950395], [-1.671442, 2.854098, 4.446034], [-2.733047, 1.058103, 2.522077], [-2.588029, 6.010346, -1.147941], [-1.826547, 4.892532, -0.643484], [-2.354789, 6.150996, -2.203370], [-3.652113, 5.860518, -0.965201], [-2.310500, 6.840004, -0.497748], [-2.158191, 4.711779, 0.239089], [3.623238, -0.951042, -1.679258], [2.713516, -1.832692, -2.366786], [4.551188, -0.651089, -2.166133], [3.059130, -0.019067, -1.642814], [3.747772, -1.251662, -0.638957], [2.706948, -1.603323, -3.298960], [-2.540494, -6.819858, 0.717841], [-1.057566, -6.921871, 0.272479], [-0.262552, -5.574245, 0.396989], [-0.677941, -4.710159, -0.682807], [-0.229464, -3.362717, -0.679746], [-0.485785, -8.050139, 1.007505], [-2.580635, -6.324938, 1.688168], [-3.066249, -7.774514, 0.735970], [-3.128230, -6.202880, 0.038135], [-1.057552, -7.174440, -0.787854], [0.794840, -5.826353, 0.316577], [-0.445052, -5.123326, 1.372422], [-0.359854, -2.899349, -1.657701], [0.823075, -3.428665, -0.404208], [-0.755351, -2.773552, 0.071543], [-1.159436, -8.782826, 0.835861], [-0.538988, -7.820355, 1.989587], [6.166744, -4.538130, 1.758220], [4.829843, -5.256620, 1.742675], [3.577938, -4.313496, 1.746229], [3.683052, -3.443698, 2.856659], [2.497559, -2.705553, 3.106974], [4.713640, -6.227028, 0.624819], [6.226565, -3.625736, 2.351553], [6.473544, -4.234763, 0.757250], [6.956044, -5.233410, 2.044057], [4.705699, -5.837163, 2.656816], [2.664465, -4.902548, 1.827990], [3.548424, -3.650383, 0.881642], [2.570833, -2.093403, 4.005867], [1.631027, -3.352905, 3.241712], [2.252080, -2.046745, 2.274030], [3.863385, -6.766720, 0.701597], [4.600160, -5.653598, -0.198832], [-4.439109, -1.565356, 3.164227], [-2.918628, -1.609358, 2.862528], [-2.284979, -3.000989, 2.845625], [-2.118457, -3.418505, 4.192334], [-1.433390, -4.692999, 4.274024], [-2.683425, -0.880730, 1.566148], [-4.739198, -2.026066, 4.105391], [-4.992716, -2.106879, 2.397180], [-4.826083, -0.548157, 3.103639], [-2.442751, -1.021091, 3.647114], [-1.305767, -2.881602, 2.381943], [-2.877251, -3.643164, 2.193760], [-0.354207, -4.549199, 4.221359], [-1.722096, -5.415924, 3.511049], [-1.687467, -5.258357, 5.170634], [-1.696881, -0.792774, 1.368460], [-3.022530, -1.504643, 0.847939], [-3.759468, 1.462872, -0.712448], [-5.040776, 1.395819, 0.161988], [-6.000819, 2.618076, -0.035639], [-5.448118, 3.780077, 0.620831], [-6.132264, 4.988970, 0.284915], [-5.791962, 0.203059, -0.236983], [-3.940606, 1.582724, -1.780593], [-3.211218, 0.557901, -0.450623], [-3.112779, 2.277320, -0.385976], [-4.911342, 1.177275, 1.221978], [-6.953272, 2.336614, 0.413485], [-6.087721, 2.722248, -1.117162], [-6.393522, 4.970987, -0.773165], [-5.511676, 5.881278, 0.367167], [-7.077693, 5.122259, 0.810752], [-5.188673, -0.595955, -0.103866], [-5.983172, 0.188347, -1.228609], [2.800841, 4.139288, -5.191300], [3.300111, 3.429586, -3.896094], [4.712537, 2.851151, -4.033010], [5.039894, 2.006320, -2.975886], [6.439897, 1.592294, -2.880216], [3.430710, 4.420353, -2.861834], [1.800229, 4.539276, -5.027314], [2.753019, 3.454643, -6.038098], [3.563622, 4.847591, -5.514672], [2.532475, 2.717538, -3.593088], [5.405089, 3.679118, -4.184501], [4.808201, 2.310456, -4.974611], [7.069789, 2.463682, -3.059171], [6.787997, 0.978962, -3.711327], [6.716601, 1.226409, -1.891448], [3.643926, 3.971031, -1.982779], [2.500645, 4.726833, -2.614546], [-3.801085, -2.876796, -1.560679], [-3.065889, -1.947693, -2.545300], [-2.582465, -2.715432, -3.693456], [-4.423467, -2.272056, -0.444925], [-3.070440, -3.587343, -1.174193], [-4.547815, -3.498822, -2.054226], [-2.202862, -1.461326, -2.090634], [-3.812177, -1.259703, -2.942577], [-2.013642, -2.134805, -4.204262], [-4.917618, -2.960177, 0.006649], [0.217919, 0.327860, -0.141771], [-0.013699, 1.805144, -0.227972], [1.265876, 2.475542, -0.118191], [0.342670, -0.040219, 1.218098], [0.993203, -0.048957, -0.808873], [-0.714008, -0.159603, -0.428125], [-0.679339, 2.222311, 0.527669], [-0.553750, 1.952684, -1.163210], [1.274134, 3.290063, -0.626215], [1.158391, 0.342926, 1.548848], [4.637428, 1.955893, 1.051242], [3.880103, 1.786962, 2.394957], [2.705458, 1.045997, 2.293989], [4.054744, 3.047039, 0.377453], [4.536594, 1.072403, 0.420873], [5.686241, 2.228540, 1.168544], [3.673937, 2.755957, 2.849543], [4.466407, 1.239290, 3.132783], [2.463412, 0.949153, 3.217912], [3.131751, 2.813043, 0.255278], [1.220778, 5.767399, 1.031413], [1.563308, 5.955218, -0.448251], [0.932645, 5.026800, -1.309804], [1.817456, 6.709904, 1.834069], [1.714849, 4.926664, 1.518393], [0.151050, 5.691984, 1.226578], [2.647184, 5.981122, -0.560696], [1.239065, 6.959307, -0.721699], [-0.010420, 5.185681, -1.226248], [1.322759, 7.530700, 1.777797]], "atomic_forces_ev_per_a": [[-1.18, 0.52, -0.24], [0.85, -0.82, -0.15], [0.41, -0.07, -0.21], [-0.22, 0.28, 0.66], [0.15, -0.13, -0.17], [-0.02, 0.21, 0.14], [-0.37, 0.41, 0.01], [0.44, 0.31, 0.66], [0.27, -0.30, -0.26], [0.38, -0.29, 0.05], [-0.46, 0.15, -0.11], [-0.29, -0.38, -0.50], [0.18, -0.24, 1.18], [-0.06, -0.15, -0.77], [-0.02, 0.09, 0.20], [-0.12, -0.21, -0.45], [0.05, 0.66, -0.56], [-0.01, -0.13, 0.22], [-1.64, 1.30, -0.16], [0.96, -0.60, 0.32], [0.17, -0.80, -0.19], [0.29, 0.51, 0.39], [0.18, -0.47, -0.26], [0.04, 0.12, -0.04], [0.18, 1.20, -0.66], [-1.10, 0.60, -0.14], [-0.77, -0.49, -0.81], [-0.76, -1.02, 0.14], [0.66, -0.82, 0.91], [0.77, 0.53, -0.38], [-0.16, -0.23, 0.22], [0.31, -0.16, 0.18], [0.06, 0.26, -0.11], [0.21, -0.01, -0.09], [0.26, 0.15, -0.08], [-0.06, 0.24, 0.18], [0.03, -0.39, -0.03], [0.28, 0.73, -0.18], [-0.10, 0.14, 0.15], [0.22, -0.44, 0.31], [0.00, -0.20, 0.34], [0.46, -0.13, -0.68], [-1.68, 0.00, 0.12], [1.26, 0.51, 0.51], [-0.26, 0.18, 0.98], [-0.11, -0.05, -0.41], [0.61, 0.83, 0.33], [-0.35, -0.29, 0.31], [-0.30, 0.06, -0.33], [-0.05, 0.00, 0.31], [0.25, -0.01, 0.18], [-0.15, -0.20, -0.18], [-0.11, -0.33, -0.69], [0.48, -0.16, 0.00], [-0.10, -0.35, 0.05], [0.06, 0.18, -0.21], [-0.15, -0.08, 0.18], [0.06, -0.13, -0.52], [0.25, -0.38, -0.59], [-0.47, 0.98, -0.33], [0.21, 1.36, 0.42], [0.00, -1.90, -0.23], [-0.39, 0.33, -0.01], [-0.32, -0.77, 0.98], [0.36, 0.11, 0.16], [0.02, -0.19, -0.26], [0.26, 0.08, 0.23], [0.26, -0.08, 0.05], [0.31, -0.12, -0.13], [-0.22, -0.62, 0.23], [0.11, 0.04, 0.01], [-0.15, 0.37, -0.60], [-0.02, 0.70, 0.47], [0.50, 0.10, 0.42], [-0.46, 0.15, -0.42], [0.10, 0.52, 1.87], [-0.95, 0.16, -1.27], [1.51, -0.65, 1.15], [-0.38, 0.13, -0.69], [-0.09, -0.58, -0.88], [-0.62, -0.16, 0.09], [-0.26, -0.21, 0.05], [0.11, -0.15, -0.51], [0.02, 0.28, -0.12], [0.81, 0.76, 0.04], [-0.23, 0.16, -0.09], [-0.23, 0.55, -0.17], [-0.10, -0.09, -0.31], [0.25, -0.29, 0.62], [0.02, -0.07, 0.43], [-0.11, 0.01, 0.09], [-0.07, 0.23, -0.33], [1.00, -1.11, 0.28], [0.30, 0.41, -0.47], [-0.37, -0.42, -1.73], [1.35, -1.07, 1.36], [-0.63, 1.84, -0.96], [-0.63, 0.95, 1.04], [0.26, 0.38, -0.02], [-0.27, -0.40, 0.11], [-0.35, 0.62, 0.30], [0.23, -0.76, -0.27], [0.18, 0.38, 0.60], [-0.21, -0.49, -0.37], [0.01, 0.55, 0.35], [-0.57, -0.85, 0.09], [-0.62, -0.30, -0.16], [0.84, -0.44, 0.21], [-0.40, 0.60, -0.39], [0.98, -1.66, -0.41], [-0.69, -0.42, -0.79], [-0.57, -0.17, 1.29], [0.19, 0.59, -0.10], [0.34, -0.18, -0.09], [0.01, 0.23, -0.63], [-0.30, 0.29, 0.26], [0.24, 0.59, 0.27], [0.04, 0.15, -0.01], [-0.08, 0.00, 0.06], [-1.44, 0.06, 0.96], [0.78, 0.66, -0.76], [-0.35, -0.85, -0.06], [0.36, -0.88, 0.17], [0.29, 0.19, 0.15], [-0.15, -0.06, -0.41], [-0.07, -0.51, 0.35], [0.46, 0.60, -0.46], [-0.50, 0.63, -0.37], [0.41, 0.24, 0.12], [-1.23, 0.58, 0.60], [2.13, -0.05, 0.24], [-1.06, -0.46, -0.24], [0.23, 0.44, -0.40], [0.18, -0.42, 0.21], [-0.01, -0.29, 0.36], [0.08, 0.37, -0.36], [0.80, 0.05, -0.04], [-0.59, -0.29, -0.01], [-0.56, -0.07, -0.17], [0.44, -1.66, 0.26], [-0.20, 0.79, 0.68], [0.85, -0.30, 0.04], [0.45, 2.33, 0.74], [-0.46, -1.15, -1.03], [-0.24, -0.01, -0.30], [0.00, -0.53, -0.24], [-0.12, 0.28, -0.05], [-0.76, -0.24, 0.12], [0.00, 0.35, 0.02]]}